2 unconnected molecules or ions with the total composition C7H15N2PS at a distorted geometry. Source: the Open Molecules 2025 dataset; level of theory: ωB97M-V/def2-TZVPD.

Summary:
Orbital gap in Eh: 0.340
Spin multiplicity: 1
Energy relative to the best compared isomer or geometry (same formula, charge and spin) in kcal per mole: 34.9
Max |F| in hartree/bohr: 0.0765
HOMO energy in Ha: -0.3343

Last column: Mulliken charge in e.
Positions of all 26 atoms, in Å:
S -2.825 -0.111 0.621  -0.367
P -1.319 -0.126 -0.651  0.619
N -4.246 -2.481 -1.960  -0.583
N -1.046 -0.602 -2.111  -0.706
C 0.129 1.621 1.133  -0.424
C 1.211 0.773 -0.891  -1.372
C 0.200 0.433 0.174  0.726
C 1.337 1.405 2.000  -0.918
C 2.535 0.637 -0.148  -0.620
C 0.928 -0.688 0.957  -1.145
C 2.133 0.258 1.309  -0.178
H 2.874 -0.346 1.765  0.507
H -4.898 -2.039 -1.348  0.191
H 0.192 2.592 0.492  0.291
H -4.625 -3.186 -2.552  0.191
H 3.224 1.607 -0.281  0.264
H 1.916 2.324 2.075  0.400
H -3.430 -2.845 -1.493  0.197
H 1.302 0.171 -1.771  0.388
H 1.166 1.728 -1.308  0.472
H 0.594 -1.082 1.987  0.264
H 1.019 1.119 3.032  0.362
H 1.096 -1.469 0.320  0.566
H -1.797 -1.152 -2.524  0.325
H -0.841 1.508 1.862  0.209
H 3.171 -0.049 -0.689  0.343

***

2 unconnected molecules or ions with the total composition C7H15N3OSi at a distorted geometry. Source: the Open Molecules 2025 dataset; level of theory: ωB97M-V/def2-TZVPD.

Summary:
Orbital gap in Eh: 0.357
Spin multiplicity: 1
Energy relative to the best compared isomer or geometry (same formula, charge and spin) in kcal per mole: 0.0
SMILES string: C[Si](C)(C)O.C=Cn1ccnn1
Max |F| in hartree/bohr: 0.1065
HOMO energy in Ha: -0.3376

Last column: Mulliken charge in e.
Positions of all 27 atoms, in Å:
Si 1.649 -0.511 0.345  0.475
O 0.970 0.559 -0.755  -0.475
N -3.232 -1.316 -0.305  -0.377
N -2.657 -0.467 0.460  -0.591
N -2.166 0.544 -0.298  0.652
C -2.457 0.239 -1.658  -0.007
C 0.331 -1.817 0.746  -0.847
C -1.546 1.628 0.201  0.257
C -1.420 2.878 -0.257  -1.125
C -3.229 -0.851 -1.582  -0.557
C 1.784 0.445 1.962  -0.971
C 3.211 -1.310 -0.406  -1.143
H 0.220 -2.354 -0.314  0.187
H 1.693 1.051 -1.149  0.267
H 4.077 -0.577 -0.501  0.295
H -1.017 3.614 0.411  0.271
H 0.719 -2.694 1.409  0.326
H -1.761 3.323 -1.156  0.295
H 3.145 -1.735 -1.465  0.303
H -2.027 0.929 -2.451  0.298
H -1.227 1.343 1.201  0.445
H 2.112 1.494 1.796  0.323
H -3.527 -1.501 -2.382  0.396
H 3.666 -2.089 0.082  0.439
H 2.535 -0.044 2.581  0.359
H 0.791 0.543 2.530  0.246
H -0.635 -1.325 0.954  0.261